# 1
Here is the molecule C3H12P2Si in a non-equilibrium geometry from the OMol25 dataset. Energies are from ωB97M-V with the def2-TZVPD basis set.

Output
Highest occupied orbital energy in Eh: -0.3241
Structure (SMILES): C[Si](C)(C)[PH]#[PH2]
LUMO in eV: 0.7902
ΔE to the lowest compared entry with this formula, charge and spin in eV: 0.3211
Charge: 0

Atoms and positions in Å:
C (0.74, -0.65, 1.43)
Si (0.21, 0.15, -0.30)
C (1.58, -0.02, -1.64)
C (0.04, 2.07, 0.24)
P (-1.45, -1.03, -1.23)
P (-2.43, -1.48, 0.71)
H (0.81, -1.73, 1.33)
H (1.54, -0.21, 2.07)
H (-0.17, -0.48, 2.03)
H (2.12, -0.95, -1.67)
H (1.11, 0.10, -2.65)
H (2.10, 0.85, -1.37)
H (1.09, 2.33, 0.36)
H (-0.45, 2.87, -0.38)
H (-0.29, 2.10, 1.23)
H (-0.51, -2.33, -1.38)
H (-2.27, -0.25, 1.15)
H (-3.77, -1.35, 0.07)



# 2
Here is C23H18BrIrN3O2S2 as an isolated structure in a non-equilibrium geometry from the OMol25 dataset. Energies are from ωB97M-V with the def2-TZVPD basis set.

Output
2S+1: 6
Highest occupied orbital energy (alpha / beta) in Eh: -0.5118 / -0.5070
LUMO (alpha / beta) in eV: -6.8323 / -8.9428
ΔE to the lowest compared entry with this formula, charge and spin in eV: 0.4742
Charge: +2

Atoms and positions in Å:
Ir (0.98, -0.19, -1.85)
O (2.98, -1.53, -1.05)
C (3.98, -1.11, -0.19)
C (4.87, -2.04, 0.33)
C (5.87, -1.63, 1.20)
C (5.99, -0.30, 1.56)
C (5.10, 0.63, 1.03)
C (4.10, 0.23, 0.14)
C (3.14, 1.30, -0.41)
O (2.65, 1.07, -1.63)
N (2.05, 1.34, 0.63)
N (1.07, 0.53, 0.46)
C (0.22, 0.25, 1.42)
C (-0.82, -0.68, 1.26)
Br (-0.80, -1.65, -0.41)
C (-1.70, -0.94, 2.28)
C (-2.81, -1.82, 2.41)
C (-3.56, -2.34, 1.34)
C (-4.60, -3.21, 1.58)
C (-4.91, -3.60, 2.88)
C (-4.20, -3.07, 3.96)
C (-3.18, -2.17, 3.73)
H (3.15, -2.42, -1.35)
H (4.78, -3.08, 0.06)
H (6.56, -2.36, 1.60)
H (6.77, 0.03, 2.23)
H (5.21, 1.67, 1.28)
H (3.64, 2.28, -0.36)
H (2.26, 1.72, 1.55)
H (0.32, 0.73, 2.40)
H (-1.44, -0.40, 3.20)
H (-3.38, -2.01, 0.33)
H (-5.18, -3.60, 0.75)
H (-5.73, -4.29, 3.05)
H (-4.46, -3.35, 4.97)
H (-2.64, -1.75, 4.57)
S (0.40, -0.91, -4.26)
C (-0.59, 0.45, -4.08)
N (-0.57, 1.06, -2.90)
C (-1.36, 2.16, -2.86)
C (-1.53, 3.03, -1.78)
C (-2.37, 4.10, -1.93)
C (-3.05, 4.32, -3.15)
C (-2.90, 3.48, -4.23)
C (-2.05, 2.39, -4.09)
S (-1.64, 1.18, -5.26)
H (-0.99, 2.85, -0.86)
H (-2.51, 4.80, -1.12)
H (-3.71, 5.18, -3.23)
H (-3.42, 3.66, -5.16)